The following is a quantum chemistry calculation of a gas-phase ion, CH7N2Si (charge +1) in a non-equilibrium geometry, from OMol25.

Last column: Löwdin charge in e.
Element x y z (Å)
C1 0.417 0.665 0.970  -0.3399
N1 0.108 0.628 -0.252  -0.0499
N2 0.268 -0.364 1.827  0.2668
Si1 -0.548 -0.563 -1.533  0.7874
H1 0.852 1.669 1.268  0.1538
H2 0.149 1.398 -0.865  0.0767
H3 0.483 -0.492 2.794  0.1471
H4 -0.143 -1.233 1.494  0.1360
H5 0.698 -1.153 -1.943  -0.0517
H6 -1.749 -0.987 -1.106  -0.0918
H7 -0.535 0.432 -2.653  -0.0346

Calculated values
- Spin multiplicity: 3
- DFT total energy: -440.8319 hartree
- Total charge: +1
- Orbital gap (alpha / beta): 6.9 / 7.5 eV
- Highest occupied orbital energy (alpha / beta): -10.46 / -16.30 eV